# 1
This record from the OMol25 dataset describes a structure of composition C38H33F4N2OPV in a non-equilibrium geometry. The level of theory is wB97M-V/def2-TZVPD.

```
80
Properties=species:S:1:pos:R:3:forces:R:3
C 0.142160 -0.874792 2.821021 0.1 -0.1 -0.2
F -2.185239 0.137293 0.892383 0.0 -0.1 0.1
H -1.801484 -3.286793 -0.033198 0.0 0.0 0.0
H 1.836506 -2.745609 -5.476761 0.0 0.0 0.0
C 3.003364 0.053776 -1.733144 -0.1 -0.1 0.0
C 1.888662 -2.333463 1.984020 -0.1 0.2 -0.1
C 4.188638 -0.615878 -2.141587 0.1 0.0 0.0
H 2.527623 0.209367 2.775487 0.0 0.0 0.0
H -3.793905 2.421082 -5.789185 0.0 0.0 0.0
C 5.202219 1.508546 -2.660787 0.0 0.0 0.0
C -3.138692 0.386540 -5.660883 0.0 0.0 0.0
C 0.227149 -2.256371 -4.154399 0.0 0.0 0.0
C -0.612913 3.256917 -0.061098 -0.2 0.1 0.0
C -3.125144 1.936614 -3.809844 0.0 0.0 -0.1
H 5.158363 -2.514799 -2.423995 0.0 0.0 0.0
H 2.180319 2.029575 0.766170 0.0 0.0 0.1
C -2.817628 -3.159331 -0.395456 0.1 -0.1 0.0
C 1.077207 -3.128293 -4.808053 0.0 0.0 0.0
V 0.437570 -0.625784 -0.172511 0.6 -0.2 -0.9
H 1.039571 1.939467 2.119658 0.0 0.0 0.0
H -3.643110 -4.398300 1.143107 0.0 0.0 0.0
C 5.289094 0.141612 -2.598460 0.0 0.0 0.0
C -3.388165 1.650865 -5.146679 0.0 0.0 0.0
C -2.615841 0.954876 -2.981623 0.0 0.0 0.1
H 0.641709 -0.948393 3.787539 -0.1 0.0 0.0
C -0.773304 -2.764107 -3.308445 0.2 -0.1 -0.1
C 1.471509 1.386409 1.285503 -0.3 0.0 -0.1
F -4.333804 1.776556 0.797044 0.0 0.0 0.0
H -3.352018 0.171069 -6.698809 0.0 0.0 0.0
C -2.613476 -0.601666 -4.844064 0.0 0.0 0.0
C -3.846676 -3.795693 0.268595 -0.1 0.0 0.0
H 3.244349 -3.891339 -1.720011 0.0 0.0 0.0
C -4.404498 -2.254464 -1.989280 0.0 0.0 0.0
H 1.193773 -3.164115 1.872617 0.0 0.0 0.0
H 2.008892 1.966471 -1.577332 0.0 0.0 0.0
H 1.585170 -5.183355 -5.156885 0.0 0.0 0.0
C -1.721717 4.091430 -0.103478 0.1 0.0 0.0
H -5.959102 -4.170019 0.322223 0.0 0.0 0.0
C 0.934033 -4.501440 -4.625135 0.0 0.0 0.0
C -2.985353 3.606538 0.185563 0.0 0.0 0.0
H -0.343625 0.091141 2.726732 0.0 0.0 0.0
C -0.052565 -5.008362 -3.788742 0.0 0.0 0.0
F -1.546246 5.354461 -0.433567 0.0 0.0 0.0
C -3.091138 -2.384111 -1.528459 -0.3 0.0 0.0
H 2.706747 -2.426299 1.274749 0.0 -0.1 0.0
H 0.321552 -1.188488 -4.316745 0.0 0.0 0.0
C 1.998161 -2.177973 -1.304448 0.0 0.0 0.0
C -0.911471 -4.144421 -3.127113 0.0 0.0 0.0
H -6.449582 -2.805147 -1.672581 0.0 0.0 0.0
H 6.042318 2.090646 -3.014119 0.0 0.0 0.0
C -2.347424 -0.316773 -3.499116 -0.1 0.1 -0.2
F 0.600623 3.715673 -0.351111 0.1 0.0 0.0
N 1.162460 -1.051752 1.740128 -0.1 0.0 0.0
H -0.167513 -6.077588 -3.673541 0.0 0.0 0.0
C 2.928639 1.451942 -1.824414 0.0 -0.1 0.0
C 2.147289 0.091015 1.758419 -0.1 -0.1 0.1
H -1.700441 -4.545315 -2.503260 0.0 0.0 0.0
H -4.630245 -1.651977 -2.860139 0.0 0.0 0.0
C -5.154450 -3.666845 -0.197337 0.0 0.0 0.0
C -0.773801 1.919570 0.275310 0.4 -0.1 0.0
H -2.430102 1.176915 -1.938321 0.0 0.0 0.0
H -2.416981 -1.584758 -5.254093 0.0 0.0 0.0
C 4.241913 -2.031885 -2.103877 0.1 0.0 0.0
H -0.604939 -1.661647 2.737231 0.0 0.0 0.0
H 6.195135 -0.366144 -2.903844 0.0 0.0 0.0
C 4.015880 2.161065 -2.283070 0.0 0.0 0.0
H 1.141522 -2.805506 -1.035446 0.0 0.0 0.0
H -3.842130 4.268027 0.155157 0.0 0.0 0.0
H 2.277602 -2.329509 3.002756 0.0 0.0 0.0
H 2.980465 -0.183999 1.114459 0.0 0.0 0.0
P -1.807906 -1.625260 -2.458253 0.5 0.4 0.6
N 0.343601 1.046212 0.360536 0.1 0.0 0.2
C 3.180463 -2.812436 -1.704512 -0.1 0.0 0.1
C 1.947952 -0.783552 -1.263420 -0.3 0.5 0.2
O -0.827999 -0.906025 -1.321779 -0.6 -0.5 0.1
C -3.140582 2.271692 0.518237 0.1 0.0 0.0
C -5.432365 -2.902159 -1.319112 0.0 0.0 0.0
C -2.042917 1.430344 0.563970 -0.1 0.2 0.0
H -3.327247 2.925626 -3.421445 0.0 0.0 0.0
H 3.954786 3.238464 -2.364755 0.0 0.0 0.0
```
Positions in Å, forces in eV/Å.

Properties
Multiplicity   1
Frontier orbital gap (alpha / beta)   6.1 / 6.1 eV
Net charge   +3

# 2
This record from the OMol25 dataset describes the molecule C4H6OS in a non-equilibrium geometry. The level of theory is wB97M-V/def2-TZVPD.

```
12
Properties=species:S:1:pos:R:3:forces:R:3
C -1.567381 0.449326 -0.496405 0.7 0.5 0.4
H -0.144822 -0.250869 2.416991 -0.6 -0.7 -0.8
H 0.228856 1.304617 0.772258 0.9 -1.0 -0.3
S 1.645290 0.138904 -0.734581 1.1 0.1 -2.5
C 0.538497 0.247012 0.490797 -1.9 2.5 0.9
C -0.176994 -0.101541 -0.826919 1.4 -0.6 0.5
C -0.252863 -0.576893 1.348028 -2.1 -1.3 1.9
O -1.638544 -0.260861 0.841818 -0.4 1.5 -0.4
H -2.254222 -0.026620 -1.187869 -0.5 -0.1 0.4
H -0.232884 -1.215224 -0.747167 -0.4 1.1 -0.9
H -0.259797 -1.668111 1.182697 0.9 0.4 0.6
H -1.800961 1.613218 -0.511155 0.9 -2.4 0.5
```
Positions in Å, forces in eV/Å.

Properties
Multiplicity   1
Frontier orbital gap   9.9 eV
Structure (SMILES)   C1OC[C@H]2S[C@H]12
Energy relative to the best compared isomer or geometry (same formula, charge and spin)   4.533 eV

# 3
This record from the OMol25 dataset describes a cluster of 8 separate species, C51H50BrN4O15 in total. The level of theory is wB97M-V/def2-TZVPD.

```
121
Properties=species:S:1:pos:R:3:forces:R:3
O -1.040715 1.365200 1.124813 0.0 0.0 0.0
C -9.727576 -0.591339 1.151326 0.0 0.0 0.0
H 5.657756 1.380954 1.009836 0.0 0.0 0.0
N 3.136870 -1.355497 -3.312394 -0.3 0.5 0.1
H -8.296872 0.742829 0.185925 -0.1 0.1 0.0
H 1.827660 0.762816 -2.611739 -0.1 0.0 0.0
C 7.237420 0.556281 10.337479 0.0 0.0 0.0
H 8.957114 0.532948 6.785523 0.0 0.0 0.0
H 0.895544 -2.099329 -3.700358 -0.1 0.2 0.0
H -11.353952 4.717278 -5.982309 0.0 0.0 0.0
C 8.159881 2.498294 -4.165988 0.0 0.0 0.0
H 1.443201 0.365336 -1.043422 0.0 0.0 0.0
H -4.547052 -0.034826 -0.466157 0.0 0.0 0.0
C 7.641825 -5.225344 -2.334309 0.0 0.0 0.0
C -2.177666 -0.876577 -0.669674 0.4 0.4 -0.1
C -10.999568 0.338587 3.026897 0.0 0.0 0.0
H -11.255117 -1.642945 2.314788 0.0 0.0 0.0
O 8.832659 -5.398489 -2.465633 0.0 0.0 0.0
H 7.754938 -3.037641 -2.373239 0.0 0.0 0.0
O -3.742395 4.276896 4.623589 0.0 0.0 0.0
O -10.501799 2.564456 3.616820 0.0 0.0 0.0
H -8.716465 1.762494 -2.897736 -0.1 -0.1 0.0
N -1.613857 -1.929386 -2.743699 0.3 -0.2 -0.1
H -4.006106 -2.750587 -2.921263 -0.1 0.0 0.0
H 5.297130 -2.693870 -2.105860 0.0 0.1 0.0
C 8.532984 0.583981 7.780490 0.0 0.0 0.0
H -3.490849 -0.148023 -3.538284 -0.1 0.1 0.1
H -0.400436 -0.282172 -2.418046 0.0 0.0 -0.1
C 7.197505 3.156578 -5.085476 0.0 0.0 0.0
H 4.196749 -0.604450 0.589455 0.1 0.0 -0.1
C -9.112706 3.803753 -3.517657 0.0 0.0 0.0
C 5.748280 -3.675148 -2.144521 0.0 0.0 0.0
C 9.038362 1.359352 8.735514 0.0 0.0 0.0
C 7.827578 1.402151 -3.489590 0.0 0.0 0.0
C -3.121452 3.618353 3.823530 0.0 0.0 0.0
C 6.034869 -0.293990 4.063702 0.0 0.0 0.0
C 6.733121 -0.218510 9.381426 0.0 0.0 0.0
H 5.168354 3.035489 -5.901382 0.0 0.0 0.0
C -5.355088 -1.345903 -2.034842 -0.2 -0.1 0.3
H -6.167424 -0.674885 -0.119986 0.1 -0.1 0.0
H -8.763974 2.685891 1.695581 0.0 0.0 0.0
H 5.100985 -2.123742 4.577618 0.0 0.0 0.0
Br -6.277643 1.348557 -1.528275 0.2 0.0 0.0
H 6.813855 0.607773 11.332313 0.0 0.0 0.0
O 3.783280 -2.437720 2.348781 0.0 0.0 0.0
H 9.134308 2.962329 -4.084068 0.0 0.0 0.0
N 2.063861 0.178820 -1.821274 0.0 0.0 -0.1
H -0.045570 2.089572 3.402352 0.0 0.0 0.0
H 5.866598 -0.848595 9.536212 0.0 0.0 0.0
C -4.027318 -2.106395 -2.033035 0.2 -0.1 -0.4
C -3.038384 2.500998 1.638457 0.0 0.0 0.0
C -5.496968 -0.325226 -0.899581 -0.1 0.1 -0.2
C -10.167353 1.796476 -4.457658 0.0 0.0 0.0
C -10.745944 -0.691984 2.224096 0.0 0.0 0.0
C -10.958077 2.648473 -5.384846 0.0 0.0 0.0
O -2.974115 -0.004895 -2.732109 0.2 -0.2 -0.2
O 8.886073 2.116473 10.959238 0.0 0.0 0.0
C -9.906817 4.656735 -4.434154 0.0 0.0 0.0
O 3.623687 -4.655292 -1.901474 -0.1 -0.2 0.0
C 5.521082 1.445816 -4.542783 0.0 0.0 0.0
H -5.530196 -0.868351 -2.997897 0.1 0.1 0.0
C 6.482657 0.792152 -3.621448 0.1 0.0 0.0
C 7.057600 -3.861258 -2.286690 0.0 0.0 0.0
C 4.822996 -4.827834 -2.030487 0.0 0.1 0.0
C 4.529440 -1.500235 2.554452 0.0 0.0 0.0
O -8.315929 4.276844 -2.732966 0.0 0.0 0.0
C 5.250496 -1.345406 3.839959 0.0 0.0 0.0
C 4.727157 -0.454383 1.521072 0.0 0.1 0.0
O -11.729635 2.159808 -6.178955 0.0 0.0 0.0
O -9.462362 -1.533440 0.431768 0.0 0.0 0.0
C -1.659215 2.041706 1.927994 0.0 0.1 0.0
H 2.689112 -0.967719 -4.139930 0.1 -0.1 0.0
H -6.149551 -2.086448 -1.929506 0.0 0.0 -0.1
C -2.784704 -1.200062 -2.046003 -0.4 -0.1 0.2
C 0.906613 -1.980480 -2.612974 0.1 -0.3 0.1
C -9.266696 1.731675 1.795476 0.0 0.0 -0.1
C 6.707897 -6.377151 -2.211232 0.0 0.0 0.0
O 6.929413 1.724616 3.245015 0.0 0.0 0.0
H 7.158345 -7.360975 -2.242886 0.0 0.0 0.0
C -9.019516 0.701579 0.992145 0.0 0.0 0.0
C -10.277505 1.630273 2.881426 0.0 0.0 0.0
H 8.511015 0.904688 -2.813353 0.0 0.0 0.0
H -10.333650 0.729044 -4.530377 0.0 0.0 0.0
C -1.056200 2.432872 3.221726 0.0 0.0 0.0
H -0.766353 -2.504819 -0.379285 0.2 0.0 0.0
C -0.364620 -1.334908 -2.127955 0.1 0.3 0.0
H -1.620652 -1.833545 -3.759859 -0.2 0.1 0.0
H -4.725243 3.586009 2.328831 0.0 0.0 0.0
C 6.219321 0.764091 3.037765 0.0 0.0 0.0
C -1.733636 3.163926 4.102862 0.0 0.0 0.0
H -2.090152 0.207721 -0.598386 -0.2 0.0 0.1
C -10.762872 4.119971 -5.299983 0.0 0.0 0.0
O 6.187867 -0.206565 -2.993480 -0.2 0.0 -0.1
C 2.226674 -1.225571 -2.179836 0.2 -0.2 -0.1
C 8.429794 1.408479 10.090334 0.0 0.0 0.0
H -9.745380 5.724307 -4.356256 0.0 0.0 0.0
O 7.491270 4.153883 -5.702952 0.0 0.0 0.0
H 6.567532 -0.164913 4.996818 0.0 0.0 0.0
H -11.733074 0.292172 3.821607 0.0 0.0 0.0
C 5.850012 2.540605 -5.221399 0.0 0.0 0.0
N 2.868179 -1.862816 -1.050124 -0.3 0.1 0.1
H -3.973432 -2.781660 -1.177340 0.1 0.0 0.1
H 9.905868 1.987707 8.579836 0.0 0.0 0.0
C -9.314553 2.336889 -3.593038 0.0 0.0 0.0
H 3.949103 -0.767270 -3.124339 0.2 -0.3 0.1
H 0.969699 -2.991820 -2.201304 0.0 0.0 -0.1
H 2.868755 -2.876438 -1.148145 0.2 0.1 0.0
H 2.417485 -1.601379 -0.180335 0.1 -0.2 0.1
H -1.317749 3.462628 5.056490 0.0 0.0 0.0
C 5.398340 -6.191724 -2.070618 0.0 0.0 0.0
H -0.101306 -0.924474 0.028231 0.0 0.1 -0.1
C -0.750953 -1.446626 -0.667927 -0.4 -0.3 0.1
H 4.698234 -7.012289 -1.978395 0.0 0.0 0.0
H -2.784728 -1.230928 0.157952 0.0 -0.1 0.0
O 6.878347 -0.969856 7.156108 0.0 0.0 0.0
H 4.547491 0.980831 -4.633013 0.0 0.0 0.0
C 7.341408 -0.263376 8.029739 0.0 0.0 0.0
H -1.638430 -2.931962 -2.539638 0.0 0.0 0.0
C -3.719235 3.232378 2.515956 0.0 0.0 0.0
H -3.449445 2.221266 0.675239 0.0 0.0 0.0
C 5.502811 0.602345 1.746252 0.0 0.0 0.0
```
Positions in Å, forces in eV/Å.

Properties
Multiplicity   1
Frontier orbital gap   7.8 eV
Net charge   +1